(1)
Below is a structure of composition Cl2HO3PS at a distorted geometry, with properties calculated with the ωB97M-V functional and the def2-TZVPD basis.

```
8
Properties=species:S:1:pos:R:3:forces:R:3:mulliken_charge:R:1
O -1.21371 1.30219 -2.03197 0.10 0.20 -0.89 -0.485
O -1.24047 -1.05762 -1.02749 0.25 0.93 0.31 -0.204
O 2.37596 -0.42815 0.78445 1.31 -0.74 0.11 -0.421
P -1.36130 0.57991 -0.79703 -1.13 -1.19 2.85 0.810
S -1.92636 1.12080 1.01164 0.48 -0.41 -2.13 -0.205
Cl -0.79244 -2.01915 0.30419 -0.48 0.17 -0.52 0.086
Cl 1.02504 0.51375 0.45777 1.32 0.71 1.15 0.067
H 3.13328 -0.01173 1.29845 -1.85 0.32 -0.88 0.351
```
Forces are in eV/Å.

Output
electronic energy	-51324.4963	eV
spin multiplicity	1
ΔE to the lowest compared entry with this formula, charge and spin	1.678	eV

***

(2)
Below is a structure of composition C22H33AsBaN5O4SSeSi2, with properties calculated with the ωB97M-V functional and the def2-TZVPD basis.

```
70
Properties=species:S:1:pos:R:3:forces:R:3:mulliken_charge:R:1
Ba -0.94636 0.01690 -0.33019 0.25 -0.51 -0.30 0.812
C -4.69630 -2.53210 -6.20043 -0.02 -0.01 -0.02 -1.090
C -5.07171 -2.02966 -4.86018 -0.08 0.06 0.02 0.934
N -6.24592 -2.09475 -4.31500 0.05 -0.01 -0.05 -0.799
N -6.07801 -1.48643 -3.10204 0.06 -0.04 0.01 0.215
C -4.82182 -1.06732 -2.86709 -0.05 -0.21 0.20 0.060
S -4.24518 -0.30756 -1.49883 0.10 0.26 -0.06 -0.365
N -4.17706 -1.42282 -4.01446 -0.11 0.07 -0.09 0.531
N -2.87769 -1.09699 -4.38599 0.18 -0.06 0.04 -0.938
H -5.58127 -2.93496 -6.68599 0.00 0.01 0.00 0.352
H -3.93849 -3.31163 -6.12212 0.00 0.00 0.01 0.264
H -4.27614 -1.72353 -6.79761 0.01 0.00 -0.01 0.282
H -6.84013 -1.39796 -2.45499 0.00 -0.02 0.00 0.163
H -2.61934 -0.27226 -3.84702 -0.05 -0.04 -0.06 0.257
H -2.26163 -1.85453 -4.08162 0.02 0.06 0.04 0.088
O -1.99637 2.34931 0.04092 -0.09 0.18 -0.05 -0.862
C -1.99580 2.17611 1.28341 -0.10 0.20 0.10 0.776
O -1.94787 1.04832 1.84318 -0.06 -0.02 0.20 -0.876
C -2.01193 3.40237 2.16786 -0.02 -0.02 0.01 -0.099
C -1.71254 4.64724 1.62741 -0.01 -0.02 0.01 -0.337
C -1.68986 5.76971 2.43707 0.00 0.01 0.01 -0.547
C -1.98725 5.61753 3.78049 -0.02 -0.02 -0.03 0.151
C -2.29352 4.39028 4.34288 -0.01 0.00 0.00 -0.531
C -2.29606 3.27595 3.52265 0.03 0.00 -0.01 -0.178
N -1.97612 6.80718 4.64687 0.06 0.01 0.04 0.995
O -1.66790 7.87252 4.14797 -0.03 0.00 0.01 -0.620
O -2.27139 6.66037 5.81796 -0.01 0.03 -0.02 -0.621
H -1.48710 4.71416 0.57247 0.00 -0.01 -0.01 0.465
H -1.44609 6.74733 2.04976 0.00 0.00 0.00 0.464
H -2.51279 4.32309 5.39757 0.00 0.00 0.00 0.463
H -2.50338 2.29214 3.92005 0.00 -0.01 -0.01 0.397
C 3.02787 -0.25936 -2.86724 -0.02 0.01 0.01 -0.971
Si 3.44348 -0.03352 -1.04150 -0.01 0.01 0.01 0.611
C 5.21782 0.61371 -0.95730 -0.01 -0.02 -0.01 -1.141
C 3.47528 -1.75592 -0.27441 -0.03 0.01 0.00 -0.284
As 1.95084 1.49180 -0.13322 0.08 0.03 0.03 -0.189
Si 2.19921 0.86200 2.07809 -0.01 -0.02 0.02 0.475
C 1.24518 -0.72059 2.52986 0.00 0.04 -0.04 -0.533
C 1.48147 2.20608 3.18713 0.04 0.01 0.00 -0.631
C 3.98160 0.60776 2.65437 0.01 0.02 -0.04 -1.187
H 3.85643 -0.72951 -3.40541 0.00 -0.02 0.00 0.296
H 2.82004 0.70443 -3.33818 0.02 0.01 -0.01 0.294
H 2.14195 -0.89006 -2.98410 -0.01 0.01 0.00 0.204
H 5.90663 -0.06502 -1.47078 0.01 -0.01 0.00 0.315
H 5.54677 0.71532 0.07902 0.00 0.01 0.00 0.268
H 5.28777 1.59752 -1.42559 0.00 0.01 0.00 0.279
H 4.21911 -2.38086 -0.77858 0.00 -0.01 -0.02 0.456
H 2.50775 -2.25339 -0.37334 0.04 0.03 0.00 -0.551
H 3.72831 -1.72994 0.78638 0.01 -0.01 0.01 0.289
H 0.16656 -0.51905 2.52522 0.00 0.00 0.01 0.313
H 1.49027 -1.06924 3.53791 0.00 0.00 0.02 0.376
H 1.46063 -1.53490 1.83293 0.00 0.00 0.01 -0.165
H 0.41021 2.30711 3.01294 -0.06 0.02 0.00 -0.186
H 1.94870 3.17252 2.98627 0.00 -0.01 0.00 0.287
H 1.62693 1.96512 4.24457 0.00 -0.01 0.01 0.351
H 4.43557 -0.27841 2.20966 0.03 0.00 0.00 0.342
H 4.01976 0.49724 3.74213 -0.03 -0.02 0.02 0.380
H 4.59340 1.46937 2.37759 -0.01 0.00 0.01 0.244
Se -0.69025 -2.58418 -2.33956 -0.13 0.06 0.01 -0.578
C 0.39207 -3.66405 -1.20233 0.02 0.02 -0.08 -0.274
C 0.16111 -3.72524 0.17249 -0.01 -0.02 0.01 -0.124
C 0.99242 -4.45845 1.00852 0.00 -0.02 0.01 -0.561
C 2.06241 -5.16845 0.48472 0.00 0.00 0.00 -0.437
C 2.28789 -5.13577 -0.88594 0.00 -0.01 0.01 -0.478
C 1.46875 -4.39015 -1.71772 -0.01 -0.02 -0.01 -0.291
H -0.69447 -3.20457 0.59050 0.01 -0.01 0.02 0.536
H 0.80002 -4.47101 2.07474 0.00 0.00 0.00 0.358
H 2.71535 -5.73567 1.13570 0.00 0.00 0.00 0.363
H 3.12216 -5.68286 -1.30925 0.00 0.00 0.00 0.355
H 1.66602 -4.34786 -2.78126 0.00 0.00 0.00 0.380
```
Forces are in eV/Å.

Output
charge	-1
electronic energy	-192463.9691	eV
spin multiplicity	1
ΔE to the lowest compared entry with this formula, charge and spin	0.000	eV

***

(3)
Below is a structure of composition C7H12O3Y at a distorted geometry, with properties calculated with the ωB97M-V functional and the def2-TZVPD basis.

```
23
Properties=species:S:1:pos:R:3:forces:R:3:mulliken_spin:R:1
O 0.05688 -1.53355 1.23141 -0.18 -0.12 0.05 0.010
C 0.81210 -0.48277 0.97958 2.16 -3.14 -0.80 0.044
O 0.31832 0.64895 0.87512 -0.93 3.78 0.11 0.096
Y 0.16821 2.86111 0.78315 0.64 -0.87 0.28 -0.818
O 2.01269 -0.82601 0.74111 -1.63 0.14 0.66 0.005
C 3.02413 0.16251 0.37620 0.92 0.71 -0.11 -0.026
C 4.30729 -0.57597 0.11153 0.25 -0.12 -0.07 -0.005
H 3.11820 0.85918 1.21865 0.02 -0.13 0.05 0.003
H 2.66337 0.68897 -0.51608 -0.06 -0.12 -0.08 0.006
H 4.63445 -1.12676 1.00163 -0.08 0.16 -0.19 0.002
H 5.07926 0.16167 -0.14203 -0.12 -0.17 0.04 0.000
H 4.19482 -1.26926 -0.73039 0.04 0.17 0.18 -0.002
C -1.32544 -1.36078 1.32802 -0.09 0.46 0.02 0.040
H -1.83380 -2.34696 1.15567 -0.18 -0.35 0.11 -0.012
H -1.65973 -1.08180 2.35418 -0.07 -0.20 0.12 0.044
C -1.96064 -0.52732 0.39654 -2.07 1.50 0.42 0.705
H -3.02116 0.02973 0.39560 2.13 -1.93 0.29 0.024
C -3.00074 0.53696 -2.23961 1.53 -1.77 -0.66 0.356
C -3.86872 1.31563 -1.53719 -1.60 2.48 -0.64 0.410
H -1.93496 0.79488 -2.28870 -0.45 -0.03 -0.46 0.042
H -3.32728 -0.41264 -2.67201 0.11 0.11 -0.14 0.026
H -3.51415 2.25511 -1.10581 -0.28 -0.36 0.42 0.020
H -4.94312 1.22912 -1.71655 -0.06 -0.21 0.40 0.030
```
Forces are in eV/Å.

Output
charge	+4
electronic energy	-14580.4749	eV
spin multiplicity	2
<S²>	1.53

***

(4)
Below is the molecule C14H18N2O3 at a distorted geometry, with properties calculated with the ωB97M-V functional and the def2-TZVPD basis.

```
37
Properties=species:S:1:pos:R:3:forces:R:3:mulliken_charge:R:1
C -1.09337 3.58650 -2.61905 0.58 -1.03 -0.16 -0.989
C -0.59929 3.26372 -1.12248 -1.34 -0.28 -0.34 -0.014
C -1.89579 3.35796 -0.12715 1.67 -0.74 0.57 -0.811
C -1.80219 2.05958 0.83422 0.92 0.99 0.04 -0.623
N -2.33924 0.80960 0.16647 2.08 -0.55 0.62 -0.427
C -1.37876 -0.25752 0.47485 0.83 -1.97 -0.16 -0.023
C -1.23927 -0.69533 1.98401 2.64 -2.03 -1.87 -0.359
C -0.21432 -1.79500 2.37444 -0.94 1.89 -4.54 -0.557
C 0.64564 -2.43063 1.21029 -1.33 0.62 -0.80 0.571
C 1.73889 -3.53424 1.62874 -0.07 1.54 0.48 -0.891
C 3.02030 -2.68874 2.19396 -0.67 0.37 -0.48 -0.304
O 3.06685 -1.41967 1.44921 1.23 -0.86 0.13 -0.501
C 0.48070 -2.02311 -0.26490 -2.14 1.33 2.65 -0.061
C -0.54981 -0.92077 -0.64509 0.41 -1.06 3.13 0.400
C -0.48384 -0.68353 -2.21259 -0.20 -0.04 0.71 0.212
O -1.18405 0.01570 -2.98233 2.77 -2.38 2.73 -0.563
N 0.64849 -1.56492 -2.59006 0.04 0.33 0.01 -0.116
C 1.18702 -2.51554 -1.60021 0.24 -0.61 0.63 0.300
O 1.96905 -3.47992 -1.81910 -2.94 4.12 0.71 -0.566
H -0.22846 4.04300 -3.20967 -1.47 -0.36 0.62 0.294
H -2.06370 4.19144 -2.66023 1.67 -0.48 0.10 0.301
H -1.33919 2.57382 -3.12610 0.37 1.65 0.78 0.205
H 0.26500 3.91554 -0.75261 -1.36 -0.76 -0.58 0.394
H -0.23537 2.17735 -1.10619 -0.37 1.54 -0.05 -0.014
H -2.85619 3.39222 -0.74231 1.22 -0.01 1.06 0.353
H -1.74415 4.29415 0.52209 -0.67 -1.34 -1.01 0.296
H -2.22809 2.23152 1.88273 0.16 -0.35 -1.62 0.261
H -0.66989 1.86098 0.98633 -1.73 0.69 0.00 0.322
H -2.39894 0.94851 -0.85689 0.20 -0.16 0.78 0.430
H -1.86376 -0.18766 2.80775 1.04 -0.86 -1.69 0.311
H -0.08389 -2.13036 3.45913 -0.17 0.53 -1.86 0.334
H 1.30992 -4.11798 2.51170 0.61 0.53 -1.36 0.328
H 2.03815 -4.21131 0.76298 -0.55 1.03 1.15 0.354
H 2.82184 -2.38961 3.28608 0.50 -0.78 -1.50 0.207
H 4.00220 -3.24650 2.03530 -1.41 0.57 0.53 0.369
H 3.98914 -1.24690 1.14888 -1.06 -0.33 0.45 0.297
H 1.30838 -1.18236 -3.28218 -0.75 -0.72 0.14 0.281
```
Forces are in eV/Å.

Output
electronic energy	-23927.1539	eV
spin multiplicity	1
SMILES string	CCCCNc1ccc(CCO)c2c1C(=O)NC2=O
ΔE to the lowest compared entry with this formula, charge and spin	7.079	eV

***

(5)
Below is the molecule C9H9NS2 at a distorted geometry, with properties calculated with the ωB97M-V functional and the def2-TZVPD basis.

```
21
Properties=species:S:1:pos:R:3:forces:R:3:mulliken_charge:R:1
C -0.02665 -2.16470 -0.66963 0.06 -0.45 -0.17 -0.918
C 1.09934 -2.89939 -0.54584 0.17 0.23 0.26 -0.422
C 0.12078 -0.83592 -0.17656 0.71 0.23 0.08 0.361
C 1.40922 -0.54519 0.25291 -0.30 -0.82 -0.09 0.661
C -0.28108 2.37975 -0.44852 0.09 0.36 -0.11 -0.287
C 1.00997 2.73882 -0.66869 0.65 -0.49 0.24 -0.329
C 1.90511 0.61288 0.84749 1.10 0.75 0.20 -0.910
C -0.89619 1.32809 0.24437 -0.80 -0.07 0.05 -0.220
C -2.17154 -0.64505 0.53152 -0.52 -0.17 0.08 -1.195
N -0.92783 -0.01262 0.12491 0.06 0.25 -0.11 0.191
S 2.39636 -2.01273 0.16859 -0.52 0.43 -0.25 -0.181
S 2.38677 2.06099 0.05013 -0.60 -0.07 -0.07 0.001
H -0.92844 -2.54819 -1.11337 -0.15 -0.06 -0.06 0.468
H 1.26230 -3.91575 -0.84348 -0.07 -0.23 -0.09 0.442
H -0.98876 3.17198 -0.68581 0.00 -0.02 0.03 0.248
H 1.23341 3.62976 -1.23333 -0.01 0.14 -0.06 0.307
H 2.71361 0.40922 1.55154 -0.08 0.08 0.02 0.314
H -1.83490 1.66854 0.68016 0.09 -0.10 0.05 0.296
H -2.02665 -1.71625 0.64016 -0.01 0.08 0.01 0.435
H -2.49486 -0.24737 1.49554 0.06 -0.01 -0.05 0.391
H -2.95995 -0.45687 -0.20210 0.04 -0.06 0.04 0.346
```
Forces are in eV/Å.

Output
electronic energy	-32636.5510	eV
spin multiplicity	1
ΔE to the lowest compared entry with this formula, charge and spin	1.046	eV